[1]
# C7H12N2

An isolated ion of composition C7H12N2 and charge +2 (ωB97M-V/def2-TZVPD, OMol25).

The geometry in XYZ format:
```
21
Properties=species:S:1:pos:R:3:forces:R:3
C -2.801334 1.321187 1.692869 0.4 -0.2 -0.2
C -1.706702 0.558372 1.750159 -1.1 0.3 1.3
N -0.841476 0.337267 0.682184 1.5 -0.8 -0.6
C 0.230530 -0.401479 0.713947 -0.7 0.3 0.7
N 0.895079 -0.416529 -0.557330 -0.5 0.3 0.1
C 2.278378 0.143978 -0.448720 1.3 0.6 0.2
C 0.956420 -1.803159 -1.116762 -0.1 -1.4 -0.5
C 0.043375 0.437831 -1.362125 -0.9 0.7 -0.1
C -0.973648 0.873741 -0.620012 0.5 0.1 -1.1
H -3.413752 1.433958 2.576346 0.1 -0.1 0.1
H -3.145946 1.854295 0.820651 0.0 0.0 -0.2
H -1.418020 0.049832 2.661396 0.1 0.0 -0.1
H 0.603123 -0.947490 1.568108 0.0 0.0 0.1
H 2.886536 -0.485396 0.200492 -0.2 -0.1 0.0
H 2.736996 0.172203 -1.437240 -0.2 -0.1 0.0
H 2.251602 1.156354 -0.045199 -0.2 0.0 0.0
H 1.559162 -2.440473 -0.470248 0.0 0.2 0.1
H -0.044580 -2.225720 -1.205599 0.0 0.2 0.1
H 1.414700 -1.775494 -2.105453 0.0 0.2 0.1
H 0.274621 0.635348 -2.395519 0.1 -0.1 -0.1
H -1.785066 1.521373 -0.901945 -0.1 0.0 0.1
```
Positions in Å, forces in eV/Å.

Output
* maximum force: 1.85 eV/Å
* SMILES: C=C[N+]1=C[N+](C)(C)C=C1
* charge: +2
* molecular weight: 124.2 g mol⁻¹
* energy: -10413.7167 eV
* energy above the lowest of the compared OMol25 structures with the same formula, charge and spin: 0.632 eV
* highest occupied orbital energy (alpha / beta): -18.826 / -18.826 eV
* frontier orbital gap (alpha / beta): 8.68 / 8.68 eV

Here are the Mulliken charges for atoms 1 to 6, given in e: atom 1 (C): -0.94, atom 2 (C): 0.57, atom 3 (N): 0.30, atom 4 (C): -0.33, atom 5 (N): 0.09, atom 6 (C): -0.79

[2]
# C3H10NSi

An isolated ion of composition C3H10NSi and charge +1 (ωB97M-V/def2-TZVPD, OMol25).

The geometry in XYZ format:
```
15
Properties=species:S:1:pos:R:3:forces:R:3
C -0.920787 0.762564 -0.468474 1.8 -1.4 -0.4
C 0.537709 1.014094 -0.882158 -1.9 -4.6 -1.9
Si 1.444702 -0.617380 -0.377575 -0.2 0.9 0.5
C -0.005180 -1.117821 0.918136 2.1 -2.0 2.7
N -0.942230 0.003710 0.808662 -1.5 1.3 3.1
H -1.410540 1.639270 -0.360180 -1.8 2.9 0.8
H -1.559931 0.191737 -1.187059 1.1 0.1 0.4
H 0.380248 0.928447 -1.968928 1.0 0.3 0.1
H 1.099279 1.825300 -0.661613 0.8 3.1 1.1
H 1.264255 -1.324180 -1.638686 0.4 -0.8 0.1
H 2.879626 -0.418969 0.198750 -1.4 -0.4 -0.5
H 0.401760 -1.102769 2.185746 -1.2 -0.4 -4.1
H -0.533808 -2.099943 0.708619 0.8 1.2 0.3
H -0.701966 0.511005 1.717725 -0.3 0.4 -2.1
H -1.933138 -0.195066 1.007033 0.3 -0.7 -0.1
```
Positions in Å, forces in eV/Å.

Output
* maximum force: 5.27 eV/Å
* SMILES: C1C[SiH2]C[NH2+]1
* charge: +1
* molecular weight: 88.2 g mol⁻¹
* energy: -12632.2182 eV
* energy above the lowest of the compared OMol25 structures with the same formula, charge and spin: 0.627 eV
* highest occupied orbital energy: -15.064 eV
* frontier orbital gap: 11.38 eV

Here are the Mulliken charges for atoms 1 to 6, given in e: atom 1 (C): -0.65, atom 2 (C): -0.80, atom 3 (Si): 0.41, atom 4 (C): -0.72, atom 5 (N): -0.22, atom 6 (H): 0.45

[3]
# CH2O4P

An isolated ion of composition CH2O4P and charge -1 (ωB97M-V/def2-TZVPD, OMol25).

The geometry in XYZ format:
```
8
Properties=species:S:1:pos:R:3:forces:R:3
O -1.902310 0.869523 -0.220965 -4.4 1.4 -5.3
C -1.175718 0.560300 0.591526 4.1 0.2 6.8
O -0.140363 -0.252449 0.568747 -3.8 1.2 3.4
P 0.935822 -0.486506 -0.501519 3.4 -2.7 -1.3
O 1.976947 0.523698 -0.472612 0.8 3.0 -0.9
O 1.434736 -1.786101 -0.023937 0.0 -2.3 -0.9
H -1.204824 1.041452 1.649496 -0.2 -0.7 -1.0
H 0.075712 -0.469917 -1.590737 0.2 -0.1 -0.8
```
Positions in Å, forces in eV/Å.

Output
* maximum force: 7.94 eV/Å
* SMILES: O=CO[P@@H](=O)[O-]
* charge: -1
* molecular weight: 109.0 g mol⁻¹
* energy: -18551.1019 eV
* energy above the lowest of the compared OMol25 structures with the same formula, charge and spin: 0.918 eV
* highest occupied orbital energy: -4.520 eV
* frontier orbital gap: 8.45 eV

Here are the Mulliken charges for atoms 1 to 6, given in e: atom 1 (O): -0.39, atom 2 (C): 0.08, atom 3 (O): -0.11, atom 4 (P): 0.57, atom 5 (O): -0.68, atom 6 (O): -0.73

[4]
# C35H42IN7O6PSSiTl

C35H42IN7O6PSSiTl as an isolated structure (ωB97M-V/def2-TZVPD, OMol25).

The geometry in XYZ format:
```
95
Properties=species:S:1:pos:R:3:forces:R:3
Tl 0.134430 -0.488388 -0.385440 0.1 -0.2 0.3
C 2.149860 0.767881 -4.537668 -1.5 -0.5 -1.1
C 2.419326 -0.537452 -3.918847 0.3 -0.1 0.7
N 2.993770 -1.439097 -4.684587 -0.4 0.1 0.4
C 3.316409 -2.619554 -4.137484 0.7 -0.7 -0.9
C 3.252230 -2.857112 -2.811167 -0.3 0.4 1.5
C 3.663801 -4.180055 -2.244192 0.9 -0.4 -1.1
O 2.728191 -4.804143 -1.402801 -1.3 0.1 -0.4
C 2.755731 -1.840512 -1.935216 -0.3 0.3 -0.3
C 3.105846 -1.920114 -0.534284 -0.1 0.1 0.8
N 2.521712 -1.366231 0.460736 0.0 1.1 0.1
C 3.181401 -1.589160 1.728893 -0.5 -1.6 -1.0
C 3.174313 -2.952955 2.078286 -0.7 -0.4 0.1
C 3.704430 -3.405307 3.262154 0.6 1.4 0.4
C 4.330527 -2.454820 4.086193 -0.3 -0.7 -0.2
C 4.392647 -1.111235 3.723191 0.1 -0.9 1.1
C 3.839056 -0.676976 2.538186 -0.5 0.0 -0.7
I 4.109288 1.253117 1.865932 0.0 0.5 -0.1
C 2.169767 -0.684803 -2.475848 0.2 -0.7 -1.5
O 1.469055 0.251012 -1.841850 0.8 -0.4 -0.2
H 2.723809 1.500141 -4.062184 0.8 1.4 0.8
H 1.087178 1.003991 -4.428996 0.1 0.3 0.1
H 2.387320 0.750505 -5.602329 0.0 -0.1 0.2
H 3.772684 -3.382093 -4.800198 -0.5 0.5 0.3
H 4.581840 -4.143150 -1.681777 0.4 0.3 0.4
H 3.933235 -4.797831 -3.120819 -0.3 -0.1 0.3
H 1.884329 -4.813022 -1.905139 0.6 -0.1 0.6
H 4.024492 -2.427886 -0.278366 0.4 -0.5 -0.4
H 2.655525 -3.682794 1.441133 0.2 0.5 0.0
H 3.637988 -4.429280 3.570974 0.0 -0.4 0.0
H 4.761408 -2.830211 5.010924 0.0 0.5 0.0
H 4.822722 -0.450743 4.462611 0.2 0.4 -0.4
C -1.881501 -0.263730 -4.053035 -1.3 -0.3 -0.1
C -2.206860 -1.434039 -3.155660 -0.1 -0.7 -0.3
C -3.089754 -2.479706 -3.444813 -0.5 1.2 0.0
C -3.264520 -3.464518 -2.461077 -1.4 -1.5 -2.1
C -2.495144 -3.516940 -1.360589 0.4 -0.8 1.5
C -1.655524 -2.442156 -1.122494 0.3 0.5 0.2
N -1.515961 -1.458657 -2.016719 0.3 0.1 0.3
N -0.964879 -2.266557 0.043227 0.1 0.3 -0.4
Si -1.281647 -3.250410 1.418012 0.2 -2.5 -0.2
C -0.461560 -2.470719 2.803972 0.8 1.4 1.4
C -3.099422 -3.502473 1.800211 -0.9 0.2 -0.2
C -0.407438 -4.970544 1.240260 -0.2 1.1 -0.8
H -1.004855 -0.538024 -4.623805 0.3 0.1 -0.3
H -1.631955 0.573136 -3.395284 -0.1 0.1 -0.4
H -2.737870 -0.032778 -4.753618 1.0 -0.1 0.8
H -3.698328 -2.383589 -4.355639 0.3 -0.4 0.6
H -3.983189 -4.313270 -2.606228 0.6 1.0 -0.1
H -2.522037 -4.357016 -0.647535 -0.2 0.6 -0.6
H -0.393718 -2.982569 3.767643 -0.2 -0.4 -0.3
H -0.972894 -1.524542 3.014109 0.2 0.1 0.0
H 0.573202 -2.232952 2.517177 -0.2 0.1 0.0
H -3.664859 -2.549310 1.694313 0.3 -0.5 0.2
H -3.131692 -3.812399 2.851170 -0.1 0.2 0.0
H -3.704452 -4.262103 1.263261 0.7 0.4 0.1
H 0.622764 -4.902390 1.621252 -0.4 -0.1 0.1
H -0.320327 -5.218029 0.172115 0.0 -0.1 0.2
H -0.966535 -5.766082 1.713619 0.0 -0.2 0.3
O -1.098039 9.854942 -0.397972 -0.1 0.5 0.4
S -0.864889 8.657123 -1.146310 0.8 -1.1 -1.1
O 0.413474 7.976236 -0.884034 -1.1 0.4 0.0
O -1.230960 8.705951 -2.564168 0.2 0.1 0.5
C -2.151003 7.469237 -0.605183 0.9 1.1 -0.1
N -3.253180 7.948517 -0.060947 -1.0 0.2 0.4
C -4.209179 7.076136 0.249786 0.5 0.1 -0.1
C -4.018628 5.721764 0.066043 -0.7 -0.9 0.2
C -2.800155 5.334874 -0.458912 -0.2 -0.5 0.1
N -1.881459 6.202640 -0.834522 -0.1 -0.2 0.2
C -2.341661 3.928206 -0.560860 -0.1 -1.4 0.2
C -1.051558 3.767240 -1.070574 -1.0 0.2 0.2
C -0.484355 2.533527 -1.070258 0.2 -1.4 -0.5
N -1.121676 1.415864 -0.688501 -1.0 1.0 0.0
C -2.411749 1.550288 -0.280099 0.9 -1.8 0.1
C -3.047856 2.737317 -0.139964 2.4 2.4 -1.3
H -5.122522 7.446108 0.702191 0.0 0.2 -0.1
H -4.790723 4.980323 0.322840 0.4 0.5 -0.1
H -0.542523 4.625891 -1.455027 0.3 0.3 0.0
H 0.490353 2.352967 -1.487267 0.4 0.1 0.1
H -2.913972 0.598272 -0.051071 0.2 0.5 0.0
H -3.988254 2.791336 0.281611 -1.9 0.1 0.6
C 1.038860 0.695261 4.148342 0.0 0.0 0.3
P -0.030193 1.327682 2.867488 -0.5 -0.6 -0.7
C -1.719457 1.248859 3.487263 -0.8 0.4 -0.1
C 0.302014 3.060124 2.650893 0.0 -0.4 -0.7
O 0.230421 0.515697 1.611959 -0.2 0.4 0.7
H 0.852719 1.123615 5.121204 -0.2 0.2 0.3
H 2.022970 1.011963 3.849492 0.6 0.0 -0.1
H 1.030624 -0.393792 4.240500 -0.2 0.1 -0.3
H -1.897344 2.044497 4.236102 0.2 -0.2 -0.4
H -1.833346 0.313650 4.019508 -0.3 -0.3 0.0
H -2.507277 1.353735 2.696251 0.9 -0.2 0.6
H 0.512654 3.442195 3.617989 0.6 0.6 0.9
H -0.530943 3.638125 2.276093 -0.4 -0.1 -0.3
H 1.125452 3.124274 1.946251 0.3 0.3 0.2
```
Positions in Å, forces in eV/Å.

Output
* maximum force: 3.63 eV/Å
* molecular weight: 1079.2 g mol⁻¹
* energy: -100488.4370 eV
* energy above the lowest of the compared OMol25 structures with the same formula, charge and spin: 0.000 eV
* highest occupied orbital energy: -7.208 eV
* frontier orbital gap: 6.19 eV

Here are the Mulliken charges for atoms 1 to 6, given in e: atom 1 (Tl): 2.28, atom 2 (C): -1.12, atom 3 (C): 0.67, atom 4 (N): -0.66, atom 5 (C): -0.87, atom 6 (C): 0.27